A cluster of 4 separate species, C12H19ClF9O10P2S in total in a non-equilibrium geometry, computed with ωB97M-V with the def2-TZVPD basis set.

Each line ends with the natural charge from an NBO analysis.
Cartesian coordinates (Å):
O 4.97 -0.83 -0.40  -0.925
P 3.73 -1.13 -1.37  1.214
S 1.99 -1.19 -0.07  0.158
Cl 1.98 -3.11 0.75  0.066
P 0.34 -0.86 -1.41  1.998
O 0.86 -0.67 -2.91  -0.946
O -0.73 -2.23 -1.34  -0.891
O -0.41 0.66 -0.90  -0.861
H 3.88 -2.46 -1.91  0.043
H 3.61 -0.13 -2.41  0.093
H -0.77 -2.65 -0.43  0.524
H 0.35 1.13 -0.41  0.517
C 3.40 -1.91 6.37  -0.639
C 2.32 -0.90 6.71  -0.082
O 2.04 -0.05 5.59  -0.468
C 1.21 -0.57 4.63  0.679
O 0.72 -1.70 4.69  -0.532
C 0.96 0.45 3.52  0.902
F 2.10 1.07 3.11  -0.307
F 0.11 1.44 3.92  -0.294
F 0.41 -0.10 2.41  -0.339
H 4.30 -1.40 6.00  0.219
H 3.67 -2.50 7.25  0.235
H 3.07 -2.59 5.58  0.213
H 2.67 -0.25 7.52  0.210
H 1.41 -1.39 7.07  0.205
C 1.43 6.35 -3.69  -0.640
C 0.99 5.95 -2.29  -0.081
O 1.42 4.62 -1.99  -0.485
C 2.72 4.48 -1.59  0.672
O 3.51 5.42 -1.49  -0.497
C 3.04 3.02 -1.25  0.900
F 2.56 2.15 -2.19  -0.327
F 2.48 2.64 -0.07  -0.328
F 4.37 2.78 -1.15  -0.294
H 1.08 5.62 -4.42  0.217
H 1.03 7.34 -3.95  0.234
H 2.52 6.38 -3.77  0.225
H -0.11 5.95 -2.24  0.204
H 1.35 6.66 -1.53  0.206
C -4.10 -1.68 -2.03  -0.638
C -4.18 -3.02 -2.73  -0.077
O -5.10 -3.89 -2.06  -0.487
C -6.43 -3.70 -2.34  0.685
O -6.84 -2.84 -3.12  -0.519
C -7.29 -4.72 -1.60  0.900
F -6.94 -4.86 -0.29  -0.310
F -7.21 -5.96 -2.16  -0.305
F -8.62 -4.39 -1.60  -0.298
H -3.86 -1.81 -0.97  0.203
H -3.34 -1.04 -2.49  0.214
H -5.06 -1.16 -2.07  0.236
H -3.20 -3.51 -2.69  0.188
H -4.44 -2.91 -3.79  0.209

Results
Total energy (eV): -99611.6254
Net charge: +1
HOMO level (eV): -13.24
LUMO energy (eV): -7.359
Max |F| (eV/A): 7.942